# 1
DFT (ωB97M-V with the def2-TZVPD basis set) results for a structure of composition C46H40F6FeN6P2 at a distorted geometry.

**Orbital gap (spin up / spin down)**: 0.1665 / 0.1608 hartree
**Energy above the lowest of the compared OMol25 structures with the same formula, charge and spin**: 150.6 kcal per mole
**Electronic energy**: -126565.1382 eV
**2S+1**: 2
**Net charge**: -1
**Lowest unoccupied orbital energy (spin up / spin down)**: 2.038 / 2.038 eV
**M**: 908.65 g/mol
**Expectation value of S²**: 0.768

Atoms and positions in Å:
H1 3.47 4.26 -0.16
C1 -1.54 0.75 -4.04
H2 1.53 1.03 -4.70
H3 -3.46 2.77 3.04
H4 -2.09 2.59 -3.24
H5 5.96 3.08 0.75
H6 -1.29 -4.02 -3.82
C2 0.43 -0.09 -1.69
C3 5.26 2.33 1.09
H7 -2.44 -2.16 0.28
C4 -0.24 -4.23 2.32
H8 -2.48 2.58 -0.39
C5 -0.28 -1.09 -5.18
H9 -6.76 1.11 -0.01
C6 -1.54 2.92 -0.84
Fe1 -0.08 1.05 0.92
C7 -0.49 -0.83 -2.65
H10 1.87 -1.87 -2.92
H11 -5.85 -1.17 -0.08
C8 -1.66 -0.44 3.35
F1 1.03 3.75 2.81
H12 -3.46 -2.42 1.68
C9 -0.28 -0.16 -4.01
H13 -0.60 -3.02 -5.95
C10 -1.98 -0.93 -2.46
C11 -1.02 -2.98 -3.87
H14 2.34 0.99 -2.20
H15 -2.12 0.51 3.58
F2 0.18 1.62 2.90
H16 -3.62 0.13 -3.50
H17 -1.25 -3.51 4.66
C12 -5.22 -0.36 0.26
H18 3.50 -1.93 1.03
C13 -0.64 -2.93 2.68
C14 1.45 0.54 -2.61
H19 -1.72 1.22 -5.01
H20 -5.40 2.91 1.03
C15 -1.18 -2.69 3.96
H21 5.69 -3.63 -2.22
H22 0.68 3.63 -1.40
P1 1.18 -0.79 -0.12
C16 -4.98 1.93 0.86
F3 2.15 2.14 4.00
H23 -1.94 2.44 2.24
C17 2.56 -1.77 -0.88
P2 0.67 2.75 4.05
C18 -3.91 -0.63 0.62
H24 -0.88 3.57 1.01
C19 -3.45 -2.05 0.65
H25 5.15 -0.54 2.89
H26 -3.02 3.73 1.65
C20 -0.52 -1.87 1.74
C21 4.70 -2.82 -0.49
C22 -3.66 1.70 1.24
C23 4.82 -3.11 -1.84
C24 4.77 0.28 2.30
C25 1.02 0.58 -3.86
H27 3.86 -3.02 -3.75
C26 -1.04 1.82 -1.75
C27 -2.97 2.73 2.07
H28 5.49 -3.10 0.19
H29 0.54 -5.51 0.79
C28 -1.16 -0.61 2.02
N1 -1.70 0.26 1.10
H30 -1.01 -2.77 -1.73
N2 1.74 1.79 0.83
C29 -0.64 -2.40 -5.07
H31 -4.11 -2.68 0.06
F4 1.11 3.87 5.12
C30 -1.63 -1.43 4.30
C31 1.85 2.94 0.23
H32 -0.35 -5.03 3.04
H33 -2.03 -1.24 5.28
C32 3.90 2.43 0.84
C33 -3.05 0.44 1.00
H34 2.69 -0.31 2.45
C34 2.99 1.45 1.27
C35 0.54 -3.46 0.20
C36 0.20 -2.14 0.54
C37 0.28 -4.50 1.07
H35 -2.44 -0.91 -1.48
N3 3.15 3.38 0.19
C38 3.79 -2.76 -2.70
N4 -1.38 1.89 -3.07
C39 -2.59 -0.17 -3.53
F5 0.25 1.72 5.20
C40 5.68 1.22 1.81
C41 3.59 -2.15 -0.02
C42 -5.75 0.92 0.31
H36 1.03 -3.67 -0.74
H37 0.04 -0.67 -6.13
H38 6.73 1.09 2.02
C43 2.67 -2.10 -2.23
N5 -0.54 3.05 0.21
C44 -1.06 -2.20 -2.66
F6 -0.84 3.35 4.03
N6 -0.29 1.01 -1.10
H39 -1.72 3.85 -1.39
H40 0.75 4.74 0.00
C45 3.42 0.38 2.05
C46 0.68 3.68 -0.30


# 2
DFT (ωB97M-V with the def2-TZVPD basis set) results for a structure of composition C24H29N7O5PSSn at a distorted geometry.

**Orbital gap**: 0.2038 hartree
**Energy above the lowest of the compared OMol25 structures with the same formula, charge and spin**: 13.8 kcal per mole
**Electronic energy**: -71958.7651 eV
**Net charge**: +3
**Lowest unoccupied orbital energy**: -9.379 eV
**M**: 677.29 g/mol

Atoms and positions in Å:
H1 3.65 0.85 4.67
N1 0.11 4.49 -3.28
H2 -1.68 4.86 -2.24
C1 -3.13 2.52 2.05
H3 0.94 2.64 1.86
H4 1.29 -4.92 -6.51
H5 0.30 5.44 -3.60
N2 -1.27 1.93 0.56
C2 1.25 -4.31 -5.61
C3 -2.77 -0.07 -4.59
C4 -0.81 3.06 -1.46
H6 2.33 2.83 3.92
C5 2.07 -1.56 1.04
N3 -1.37 3.12 -0.12
H7 1.58 -4.21 -1.32
N4 1.44 0.66 1.54
C6 1.51 1.80 2.24
H8 0.99 3.99 -3.13
C7 -1.84 0.27 2.08
C8 -1.08 -1.89 1.68
H9 -4.75 -0.35 -1.40
O1 1.60 -4.82 -2.08
H10 -3.71 -0.12 -5.12
N5 1.36 -1.48 -0.02
N6 1.36 -2.40 -0.95
C9 1.04 -2.93 -5.72
C10 3.03 0.80 3.78
H11 3.55 -1.24 3.31
H12 -2.66 0.67 4.02
H13 -2.72 3.29 2.70
O2 0.40 -0.77 -2.18
H14 -3.50 -0.78 -0.20
H15 -2.26 -1.64 4.83
H16 -2.28 3.56 -0.06
H17 -3.87 1.95 2.60
H18 -1.26 -3.32 3.27
O3 -1.69 2.38 -2.37
C11 2.97 -0.37 3.04
H19 -0.20 5.12 -1.28
H20 -0.39 3.99 -4.03
Sn1 0.04 0.30 -0.27
C12 -0.69 4.48 -2.02
H21 -2.36 -1.07 -4.46
C13 0.96 -2.18 -4.57
N7 -1.26 -0.63 1.26
C14 -2.21 -0.07 3.37
C15 1.11 -2.77 -3.30
S1 0.87 2.34 -1.35
C16 -4.14 0.02 -0.57
O4 -3.08 0.52 -3.30
H22 -4.79 0.38 0.22
C17 2.29 1.90 3.37
C18 0.93 -1.93 -2.14
H23 0.95 -2.47 -6.69
C19 1.40 -4.92 -4.39
H24 0.81 -1.11 -4.62
H25 1.57 -5.98 -4.29
H26 2.70 -2.42 1.23
H27 -2.07 0.56 -5.13
P1 -2.17 0.85 -2.07
O5 -3.35 1.15 -1.01
C20 2.15 -0.41 1.92
H28 -0.64 -2.59 0.98
C21 -1.99 -1.36 3.82
C22 -1.43 -2.29 2.96
H29 -3.65 3.01 1.22
C23 -2.05 1.63 1.52
C24 1.38 -4.16 -3.21


# 3
DFT (ωB97M-V with the def2-TZVPD basis set) results for a structure of composition C3H3OP at a distorted geometry.

**Orbital gap**: 0.3375 hartree
**Energy above the lowest of the compared OMol25 structures with the same formula, charge and spin**: 52.0 kcal per mole
**Electronic energy**: -14492.7687 eV
**Lowest unoccupied orbital energy**: 0.042 eV
**M**: 86.03 g/mol

Atoms and positions in Å:
C1 0.24 0.92 0.02
H1 1.43 -0.63 -1.01
H2 2.30 0.68 0.14
H3 1.43 -0.58 0.75
C2 -2.88 -0.40 0.32
P1 -1.28 1.32 -0.02
O1 -2.65 -1.39 -0.16
C3 1.42 0.08 -0.05


# 4
DFT (ωB97M-V with the def2-TZVPD basis set) results for an isolated molecule of C19H28N4O3.

**Orbital gap**: 0.3557 hartree
**Energy above the lowest of the compared OMol25 structures with the same formula, charge and spin**: 0.0 kcal per mole
**Electronic energy**: -32262.2394 eV
**Lowest unoccupied orbital energy**: 0.711 eV
**M**: 360.46 g/mol
**SMILES string**: Cc1ccc(C(=O)N2CCN(CCNC(=O)C(=O)NC(C)C)CC2)cc1

Atoms and positions in Å:
H1 -1.75 -3.42 -4.36
H2 1.58 0.23 3.61
O1 -0.97 3.61 3.70
C1 -1.14 -3.86 -3.58
H3 3.31 -1.23 -0.38
C2 -1.34 -5.20 -3.24
H4 -0.04 -2.06 -3.23
H5 1.67 6.49 0.91
H6 1.06 -5.43 -0.85
O2 0.01 3.34 0.36
H7 -1.95 -6.43 -4.86
H8 1.09 7.12 -0.63
H9 -2.69 -6.85 -3.32
C3 2.20 -0.92 1.46
N1 -0.58 5.18 1.58
C4 -0.19 -3.10 -2.94
N2 0.85 -0.51 1.83
H10 -0.48 1.17 4.44
C5 1.70 -2.86 -1.30
H11 -0.88 5.41 2.53
C6 0.67 -0.25 3.24
H12 -1.12 -1.13 1.56
C7 0.43 -4.99 -1.61
C8 -0.35 3.88 1.39
O3 2.86 -3.21 -1.39
H13 -0.73 -2.07 -0.71
H14 -0.24 -0.36 -0.61
H15 2.91 -0.23 1.90
C9 -2.37 -6.02 -3.94
H16 -0.05 1.50 1.55
N3 1.32 -1.72 -0.68
H17 -2.45 5.94 -0.19
C10 0.99 6.32 0.09
H18 2.42 -1.94 1.82
C11 -0.11 -1.43 1.26
H19 2.18 0.15 -0.41
C12 -0.54 -5.75 -2.24
C13 -0.45 6.24 0.59
H20 0.06 -2.47 1.60
C14 -0.50 0.72 3.44
C15 2.33 -0.88 -0.06
C16 -1.43 5.99 -0.56
C17 -0.02 -1.38 -0.27
H21 -1.46 0.20 3.33
H22 -0.72 7.17 1.09
C18 -0.61 3.07 2.67
H23 -1.36 6.79 -1.29
H24 -3.23 -5.42 -4.21
H25 -1.18 5.05 -1.05
H26 1.25 5.38 -0.39
N4 -0.40 1.77 2.46
H27 -0.67 -6.79 -1.97
H28 0.50 -1.16 3.83
C19 0.60 -3.65 -1.94